This record from the Open Molecules 2025 dataset describes a 2-piece molecular cluster, CHF2O2S overall in a non-equilibrium geometry. The level of theory is wB97M-V/def2-TZVPD.

Last column: natural (NBO) charge in e.
CARTESIAN COORDINATES (ANGSTROEM)
C: 1.429 -0.142 0.036  0.203
O: -2.350 1.710 0.043  -0.928
O: -2.613 -0.554 -0.830  -0.926
F: 1.558 -1.274 -0.842  -0.431
F: 1.694 -0.651 1.354  -0.449
S: -1.998 0.333 0.247  1.464
H: 2.279 0.578 -0.009  0.067

- Frontier orbital gap (alpha / beta): 5.2 / 7.4 eV
- 2S+1: 1
- Energy relative to the best compared isomer or geometry (same formula, charge and spin): 180.7 kJ/mol
- Charge: -1
- E_HOMO (alpha / beta): -2.14 / -3.66 eV
- Largest force on an atom: 0.0799 Eh/bohr

***

This record from the Open Molecules 2025 dataset describes C4H7NOS as an isolated structure in a non-equilibrium geometry. The level of theory is wB97M-V/def2-TZVPD.

Last column: natural (NBO) charge in e.
CARTESIAN COORDINATES (ANGSTROEM)
C: 2.142 0.379 -0.375  -0.087
C: 0.927 0.450 0.614  -0.069
C: -0.378 1.141 0.107  -0.443
C: -1.102 -0.091 -0.013  0.098
H: 4.106 -0.558 0.187  0.490
H: 1.652 -0.078 -1.156  0.190
H: 2.765 1.226 -0.669  0.201
H: 1.370 0.644 1.559  0.204
H: -0.734 2.000 0.741  0.260
H: 0.123 1.623 -0.948  0.218
H: 0.196 -1.728 0.974  0.433
N: -0.076 -0.754 0.412  -0.549
O: 3.197 -0.655 -0.257  -0.779
S: -2.753 -0.243 -0.220  -0.168

- Frontier orbital gap: 8.8 eV
- 2S+1: 1
- Energy relative to the best compared isomer or geometry (same formula, charge and spin): 403.9 kJ/mol
- E_HOMO: -8.28 eV
- Largest force on an atom: 0.1760 Eh/bohr

***

This record from the Open Molecules 2025 dataset describes a 6-piece molecular cluster, C29H51ClN2O13PS5 overall in a non-equilibrium geometry. The level of theory is wB97M-V/def2-TZVPD.

Last column: Löwdin charge in e.
CARTESIAN COORDINATES (ANGSTROEM)
C: -3.304 -1.668 -7.416  -0.085
C: -2.096 -2.082 -6.367  -0.264
N: -2.072 -3.410 -5.953  0.085
C: -0.928 -1.058 -5.839  -0.121
O: -1.207 -0.640 -4.431  -0.095
C: -0.450 0.588 -4.107  -0.230
O: -0.881 1.789 -4.581  0.032
C: 0.938 0.427 -3.213  0.031
C: 2.376 0.613 -4.040  0.082
C: 3.752 0.503 -3.150  0.048
N: 3.730 0.235 -1.657  0.037
C: 2.452 0.050 -0.834  -0.168
P: 2.701 -0.227 1.052  0.789
O: 2.399 -1.700 1.541  -0.469
C: 0.963 0.131 -1.581  -0.388
Cl: -0.614 -0.088 -0.630  0.651
H: -3.497 -0.515 -7.489  0.080
H: -4.317 -2.190 -7.081  0.094
H: -3.085 -2.098 -8.504  0.099
H: -2.881 -3.917 -6.406  0.054
H: -0.882 -0.137 -6.585  0.145
H: 0.095 -1.620 -5.920  0.136
H: 2.395 0.853 -5.208  0.142
H: 4.801 0.650 -3.662  0.146
H: 4.650 0.208 -1.163  0.134
H: 4.046 0.195 1.381  0.024
H: 1.788 0.715 1.714  0.052
C: -4.653 2.891 0.169  -0.218
C: -4.852 4.401 0.288  -0.212
C: -3.746 4.939 1.195  -0.235
S: -2.362 3.825 1.010  0.661
O: -2.141 3.151 2.272  -0.330
O: -1.298 4.501 0.295  -0.348
C: -3.169 2.690 -0.102  -0.254
H: -5.269 2.461 -0.627  0.120
H: -4.932 2.405 1.112  0.124
H: -4.770 4.859 -0.705  0.121
H: -5.842 4.649 0.683  0.112
H: -3.442 5.947 0.903  0.112
H: -4.050 4.930 2.245  0.074
H: -2.831 1.671 0.093  0.066
H: -2.913 2.983 -1.124  0.109
C: 4.327 5.225 0.237  -0.214
C: 5.520 5.418 1.171  -0.208
C: 6.020 4.030 1.570  -0.213
S: 5.593 2.939 0.222  0.680
O: 4.614 1.983 0.695  -0.419
O: 6.803 2.534 -0.466  -0.318
C: 4.755 4.163 -0.765  -0.233
H: 4.045 6.157 -0.260  0.127
H: 3.461 4.872 0.811  0.126
H: 6.315 5.957 0.641  0.125
H: 5.253 6.009 2.052  0.125
H: 7.103 4.019 1.717  0.114
H: 5.518 3.668 2.471  0.113
H: 3.915 3.707 -1.293  0.104
H: 5.476 4.566 -1.482  0.116
C: -6.286 7.109 6.546  -0.224
C: -5.995 5.610 6.613  -0.219
C: -6.652 4.960 5.397  -0.223
S: -6.701 6.215 4.125  0.689
O: -8.085 6.542 3.854  -0.310
O: -5.766 5.865 3.074  -0.340
C: -5.994 7.521 5.110  -0.233
H: -5.676 7.673 7.257  0.120
H: -7.341 7.292 6.782  0.124
H: -4.911 5.447 6.579  0.120
H: -6.364 5.168 7.544  0.119
H: -6.077 4.103 5.039  0.106
H: -7.680 4.656 5.612  0.110
H: -6.442 8.478 4.839  0.112
H: -4.917 7.540 4.917  0.111
C: 1.096 -4.692 -0.320  -0.241
C: 0.247 -4.069 -1.427  -0.224
C: -0.725 -5.141 -1.917  -0.222
S: -1.003 -6.235 -0.533  0.675
O: -0.460 -7.537 -0.858  -0.324
O: -2.358 -6.058 -0.049  -0.333
C: 0.117 -5.420 0.589  -0.226
H: 1.667 -3.937 0.228  0.098
H: 1.806 -5.405 -0.755  0.071
H: -0.314 -3.219 -1.022  0.090
H: 0.866 -3.693 -2.248  0.109
H: -1.677 -4.706 -2.233  0.103
H: -0.295 -5.729 -2.733  0.110
H: 0.598 -6.156 1.237  0.091
H: -0.465 -4.714 1.189  0.113
C: 4.118 -9.602 0.844  -0.220
C: 5.326 -8.746 1.218  -0.219
C: 5.124 -7.367 0.591  -0.224
S: 3.357 -7.131 0.465  0.684
O: 2.999 -7.076 -0.937  -0.320
O: 2.943 -6.114 1.411  -0.323
C: 2.898 -8.730 1.103  -0.223
H: 4.080 -10.528 1.425  0.121
H: 4.169 -9.870 -0.218  0.124
H: 5.382 -8.651 2.309  0.121
H: 6.264 -9.199 0.880  0.118
H: 5.553 -6.576 1.212  0.106
H: 5.545 -7.320 -0.417  0.108
H: 1.999 -9.089 0.600  0.114
H: 2.713 -8.622 2.176  0.115

- Frontier orbital gap: 5.6 eV
- 2S+1: 1
- Energy relative to the best compared isomer or geometry (same formula, charge and spin): 1116.9 kJ/mol
- Charge: +1
- E_HOMO: -11.18 eV
- Largest force on an atom: 0.1894 Eh/bohr

***

This record from the Open Molecules 2025 dataset describes a 10-piece molecular cluster, C58H73N10O7PS overall in a non-equilibrium geometry. The level of theory is wB97M-V/def2-TZVPD.

Last column: Löwdin charge in e.
CARTESIAN COORDINATES (ANGSTROEM)
C: -5.767 -1.100 3.515  -0.068
C: -4.499 -0.222 3.535  -0.404
C: -4.763 0.950 4.494  -0.063
C: -4.195 0.259 2.097  -0.149
C: -2.721 0.451 1.742  -0.086
C: -1.824 -0.783 1.795  -0.359
C: -1.110 -0.699 3.201  -0.106
C: 0.108 0.219 3.156  -0.181
C: 0.440 0.895 4.513  -0.188
C: 0.659 2.384 4.269  -0.202
C: 1.747 2.677 3.212  -0.258
N: 1.201 3.379 2.038  -0.006
O: -0.719 -0.801 0.804  -0.152
S: -0.092 -2.256 0.781  0.599
O: 1.118 -2.325 1.525  -0.220
O: -0.011 -2.816 -0.523  -0.215
O: -1.280 -3.037 1.541  -0.159
C: -2.422 -2.157 1.644  -0.270
C: -3.440 -2.531 0.539  -0.107
P: -3.584 -1.707 -1.073  0.447
O: -4.427 -2.554 -1.919  -0.262
O: -2.152 -1.468 -1.725  -0.100
O: -4.247 -0.256 -0.878  -0.113
H: -5.797 -1.715 4.413  0.082
H: -6.666 -0.487 3.480  0.085
H: -5.790 -1.779 2.664  0.061
H: -3.713 -0.848 3.949  0.106
H: -5.264 1.758 3.966  0.079
H: -5.460 0.620 5.264  0.074
H: -3.865 1.310 4.990  0.072
H: -4.647 1.245 1.992  0.122
H: -4.716 -0.376 1.392  0.074
H: -2.316 1.195 2.424  0.125
H: -2.621 0.902 0.752  0.097
H: -1.793 -0.254 3.918  0.100
H: -0.854 -1.685 3.588  0.116
H: -0.068 1.010 2.429  0.094
H: 0.990 -0.321 2.831  0.101
H: 1.324 0.423 4.940  0.110
H: -0.371 0.751 5.229  0.102
H: 0.934 2.864 5.212  0.102
H: -0.296 2.820 3.974  0.102
H: 2.216 1.758 2.877  0.111
H: 2.499 3.325 3.650  0.076
H: 0.497 4.039 2.340  0.047
H: 0.705 2.715 1.455  0.015
H: -2.915 -2.422 2.578  0.158
H: -3.213 -3.555 0.247  0.117
H: -4.449 -2.551 0.944  0.089
H: -1.806 -0.580 -1.621  0.042
H: -3.716 0.454 -1.239  0.060
C: 6.065 6.837 4.468  -0.080
C: 5.939 6.000 5.564  -0.074
C: 5.411 4.732 5.367  -0.154
N: 5.020 4.271 4.181  0.039
C: 5.143 5.091 3.138  -0.158
C: 5.657 6.375 3.227  -0.066
H: 6.472 7.834 4.579  0.105
H: 6.241 6.320 6.552  0.100
H: 5.295 4.046 6.199  0.106
H: 4.812 4.690 2.186  0.113
H: 5.736 6.994 2.344  0.102
C: -2.153 4.122 -2.510  -0.082
C: -1.623 4.932 -1.521  -0.075
C: -0.939 4.336 -0.473  -0.136
N: -0.767 3.019 -0.364  0.067
C: -1.279 2.258 -1.327  -0.165
C: -1.977 2.751 -2.418  -0.083
H: -2.685 4.555 -3.347  0.109
H: -1.726 6.006 -1.566  0.101
H: -0.497 4.935 0.314  0.098
H: -1.108 1.189 -1.216  0.084
H: -2.356 2.082 -3.176  0.083
C: 0.566 1.467 -7.523  -0.072
C: -0.274 2.523 -7.213  -0.065
C: -1.020 2.449 -6.047  -0.168
N: -0.977 1.418 -5.206  0.053
C: -0.165 0.409 -5.519  -0.142
C: 0.624 0.386 -6.658  -0.065
H: 1.166 1.486 -8.424  0.087
H: -0.351 3.387 -7.859  0.106
H: -1.687 3.258 -5.766  0.102
H: -0.149 -0.419 -4.818  0.106
H: 1.267 -0.460 -6.860  0.098
C: 1.030 -3.983 5.625  -0.073
C: 0.933 -4.935 6.626  -0.075
C: 0.367 -6.164 6.316  -0.157
N: -0.093 -6.482 5.108  0.062
C: 0.006 -5.554 4.159  -0.158
C: 0.557 -4.299 4.362  -0.065
H: 1.467 -3.012 5.824  0.104
H: 1.289 -4.734 7.628  0.099
H: 0.277 -6.937 7.071  0.102
H: -0.377 -5.835 3.184  0.095
H: 0.611 -3.594 3.545  0.070
C: 0.671 -7.726 0.059  -0.077
C: 1.289 -7.232 1.196  -0.080
C: 1.964 -8.120 2.020  -0.152
N: 2.053 -9.426 1.780  0.053
C: 1.453 -9.885 0.685  -0.161
C: 0.754 -9.083 -0.205  -0.078
H: 0.135 -7.063 -0.609  0.106
H: 1.250 -6.179 1.439  0.091
H: 2.460 -7.771 2.919  0.103
H: 1.539 -10.953 0.515  0.100
H: 0.289 -9.513 -1.081  0.098
C: 1.748 -2.447 -11.571  -0.078
C: 1.212 -1.555 -12.485  -0.072
C: 1.252 -0.201 -12.189  -0.154
N: 1.777 0.292 -11.070  0.052
C: 2.287 -0.578 -10.203  -0.170
C: 2.299 -1.950 -10.402  -0.070
H: 1.736 -3.512 -11.766  0.106
H: 0.770 -1.899 -13.410  0.101
H: 0.845 0.529 -12.879  0.103
H: 2.709 -0.146 -9.301  0.095
H: 2.729 -2.608 -9.659  0.102
C: 9.669 1.606 4.122  -0.088
C: 8.668 2.564 4.106  -0.072
C: 7.557 2.349 3.302  -0.145
N: 7.402 1.268 2.538  0.059
C: 8.372 0.358 2.564  -0.160
C: 9.520 0.476 3.334  -0.080
H: 10.550 1.737 4.737  0.102
H: 8.742 3.462 4.705  0.097
H: 6.751 3.075 3.271  0.068
H: 8.219 -0.510 1.932  0.101
H: 10.274 -0.298 3.316  0.098
C: -7.551 -3.257 -1.074  -0.074
C: -8.365 -2.145 -0.924  -0.073
C: -9.649 -2.324 -0.431  -0.165
N: -10.151 -3.509 -0.092  0.045
C: -9.360 -4.569 -0.242  -0.164
C: -8.061 -4.498 -0.724  -0.072
H: -6.542 -3.156 -1.455  0.072
H: -8.011 -1.157 -1.186  0.099
H: -10.315 -1.478 -0.298  0.099
H: -9.794 -5.523 0.039  0.100
H: -7.464 -5.394 -0.822  0.100
C: 2.808 6.090 -5.054  -0.077
C: 2.216 7.229 -4.531  -0.073
C: 1.011 7.095 -3.859  -0.151
N: 0.387 5.931 -3.691  0.063
C: 0.967 4.847 -4.198  -0.145
C: 2.172 4.871 -4.884  -0.064
H: 3.749 6.152 -5.584  0.106
H: 2.677 8.201 -4.640  0.100
H: 0.517 7.961 -3.432  0.103
H: 0.436 3.913 -4.044  0.090
H: 2.598 3.956 -5.274  0.103

- Frontier orbital gap: 9.2 eV
- 2S+1: 1
- SMILES: CC(C)CC[C@]1(CCCCCN)OS(=O)(=O)O[C@@H]1CP(=O)(O)O.c1ccncc1.c1ccncc1.c1ccncc1.c1ccncc1.c1ccncc1.c1ccncc1.c1ccncc1.c1ccncc1.c1ccncc1
- E_HOMO: -8.79 eV
- Largest force on an atom: 0.0477 Eh/bohr